i | A cluster of 3 separate species, C3H11NO3 in total. Source: the Open Molecules 2025 dataset; level of theory: ωB97M-V/def2-TZVPD.

The geometry in XYZ format:
```
18
C3H11NO3 | the Open Molecules 2025 dataset | ωB97M-V/def2-TZVPD
N 0.47051 -1.12183 -1.38211
C 1.72376 -1.47763 -0.77642
C 1.93982 -1.15838 0.77914
C 0.62726 -0.74134 1.30844
O 0.19336 -1.10668 2.42998
H 0.08852 -2.00654 -1.90349
H 0.71076 -0.33570 -2.02778
H 1.89540 -2.63770 -0.88926
H 2.61896 -0.95119 -1.18512
H 2.70370 -0.33875 0.89417
H 2.24233 -2.13775 1.26913
H -0.18982 -0.25087 0.70742
O -3.55594 1.93134 0.34434
H -3.22356 1.73614 1.20720
H -4.23487 1.26076 0.08114
O -1.02405 3.27130 -0.50266
H -1.64892 3.71092 0.05688
H -1.33724 2.35389 -0.41099
```

Summary:
HOMO level (eV): -9.1
Structure (SMILES): NCCC=O.O.O
Multiplicity: 1



ii | A cluster of 3 separate species, C3H11NO3 in total. Source: the Open Molecules 2025 dataset; level of theory: ωB97M-V/def2-TZVPD.

The geometry in XYZ format:
```
18
C3H11NO3 | the Open Molecules 2025 dataset | ωB97M-V/def2-TZVPD
C 1.34310 -0.38758 1.53050
N 0.08933 -0.89692 0.96021
C 0.07034 -2.25873 0.46726
C -0.88074 -0.00822 0.67632
O -0.95943 1.10443 1.18133
H 1.93122 0.12362 0.77850
H 1.88497 -1.21785 1.97965
H 1.13360 0.20996 2.42447
H 0.12247 -3.01424 1.24852
H 0.89258 -2.42774 -0.22654
H -0.83844 -2.39731 -0.10800
H -1.58266 -0.35860 -0.10646
O -0.83948 0.97605 -2.93119
H -0.83051 1.32618 -2.03393
H -1.46478 1.49823 -3.44468
O -0.01797 2.82535 -0.71927
H 0.20341 2.71531 -1.64178
H -0.25703 2.18807 -0.03491
```

Summary:
HOMO level (eV): -9.9
Structure (SMILES): CN(C)C=O.O.O
Multiplicity: 1



Energetically preferred structure: ii | next structure: +1.287 eV



i | A cluster of 3 separate species, C3H11NO3 in total. Source: the Open Molecules 2025 dataset; level of theory: ωB97M-V/def2-TZVPD.

The geometry in XYZ format:
```
18
C3H11NO3 | the Open Molecules 2025 dataset | ωB97M-V/def2-TZVPD
C -0.25588 -1.14661 0.06716
N -1.47662 -0.54755 -0.43139
C -1.74112 0.77866 -0.40086
C -0.61857 1.76693 -0.22772
O -2.88826 1.18387 -0.52893
H -0.33063 -2.20645 -0.13362
H -0.01110 -0.90405 1.09542
H 0.60737 -0.79498 -0.49714
H -2.28990 -1.13178 -0.33688
H -1.05723 2.71234 0.03424
H 0.03055 1.50702 0.61036
H 0.03461 1.94033 -1.07510
O 3.83803 -2.83267 -3.12395
H 4.70618 -2.67389 -2.73842
H 3.21878 -2.78470 -2.38227
O 1.22366 1.21903 4.08541
H 1.14990 1.96098 4.70447
H 2.12493 1.28980 3.74868
```

Summary:
HOMO level (eV): -9.5
Structure (SMILES): CNC(C)=O.O.O
Multiplicity: 1



ii | A cluster of 3 separate species, C3H11NO3 in total. Source: the Open Molecules 2025 dataset; level of theory: ωB97M-V/def2-TZVPD.

The geometry in XYZ format:
```
18
C3H11NO3 | the Open Molecules 2025 dataset | ωB97M-V/def2-TZVPD
C -0.67173 -1.46558 -0.52927
N -0.47932 -0.01826 -0.18633
C -0.14072 1.12118 -0.88164
C -0.56580 1.27261 -2.23964
O 0.31735 2.05406 -0.23472
H -0.15373 -1.98764 0.41136
H 0.00880 -1.69726 -1.33211
H -1.82228 -1.83108 -0.67953
H -0.43235 0.10878 0.82268
H 0.10795 1.62999 -2.96098
H -1.19715 0.22959 -2.55755
H -1.27645 2.14788 -2.31747
O 1.92782 -1.66694 1.86227
H 2.20421 -0.73882 2.10953
H 0.97697 -1.65849 1.54960
O 0.13638 0.66813 2.61812
H 0.92603 0.26517 2.39481
H 0.13402 1.56669 2.15087
```

Summary:
HOMO level (eV): -9.7
Structure (SMILES): CNC(C)=O.O.O
Multiplicity: 1



Energetically preferred structure: i | next structure: +1.520 eV



i | The molecule C3H6N2S. Source: the Open Molecules 2025 dataset; level of theory: ωB97M-V/def2-TZVPD.

The geometry in XYZ format:
```
12
C3H6N2S | the Open Molecules 2025 dataset | ωB97M-V/def2-TZVPD
C -1.74307 -1.18282 0.00399
C -0.55249 -0.29482 0.12835
N -0.45103 0.89609 -0.06374
C 0.97079 1.42821 -0.04752
N 1.90950 0.32772 -0.09548
S 1.29416 -1.04468 0.61222
H -1.85994 -1.75491 0.90214
H -1.57903 -1.97324 -0.74926
H -2.59552 -0.58423 0.05176
H 1.01917 2.19256 -0.81315
H 1.01962 1.91213 0.96080
H 2.56783 0.07798 -0.89009
```

Summary:
HOMO level (eV): -8.0
Structure (SMILES): CC1=NCNS1
Multiplicity: 1



ii | The molecule C3H6N2S. Source: the Open Molecules 2025 dataset; level of theory: ωB97M-V/def2-TZVPD.

The geometry in XYZ format:
```
12
C3H6N2S | the Open Molecules 2025 dataset | ωB97M-V/def2-TZVPD
C 0.46325 -0.59025 -0.32567
C -0.77721 -1.19702 0.26310
C -0.85365 1.30329 -0.10472
N 1.49378 1.51024 0.21247
N 0.40398 0.85229 -0.07436
S -2.02547 0.10765 -0.05755
H 1.50457 -0.83326 0.01882
H 0.56395 -0.84380 -1.43070
H -1.06434 -2.11667 -0.16029
H -0.77085 -1.36495 1.36268
H -1.14448 2.37004 -0.04180
H 2.20647 0.80245 0.33802
```

Summary:
HOMO level (eV): -6.9
Multiplicity: 1



Energetically preferred structure: i | next structure: +1.310 eV



i | The molecule C3H6N2S. Source: the Open Molecules 2025 dataset; level of theory: ωB97M-V/def2-TZVPD.

The geometry in XYZ format:
```
12
C3H6N2S | the Open Molecules 2025 dataset | ωB97M-V/def2-TZVPD
N 0.17962 1.96087 -0.00261
N 0.05972 0.57722 -0.00222
C 1.08757 -0.45781 0.00322
C -0.10561 -1.45185 -0.00133
C -1.01256 -0.22862 -0.00581
S -2.62002 0.09414 0.00028
H -0.32651 2.30527 -0.81280
H -0.30821 2.30484 0.81771
H 1.71347 -0.47783 0.89410
H 1.72375 -0.46534 -0.89544
H -0.18948 -2.10209 -0.88948
H -0.20174 -2.05879 0.89437
```

Summary:
HOMO level (eV): -8.4
Structure (SMILES): NN1CCC1=S
Multiplicity: 1



ii | The molecule C3H6N2S. Source: the Open Molecules 2025 dataset; level of theory: ωB97M-V/def2-TZVPD.

The geometry in XYZ format:
```
12
C3H6N2S | the Open Molecules 2025 dataset | ωB97M-V/def2-TZVPD
C 0.28914 0.17056 -2.18738
N 0.69905 -0.73385 -1.42413
N 0.55776 -0.71329 -0.06757
C -0.32824 0.19618 0.51886
C -0.28361 0.10810 1.98023
S -1.43884 -0.24494 3.10325
H -0.24908 1.05745 -1.83551
H 0.61241 0.12202 -3.21610
H 0.52232 -1.72544 0.24571
H -1.28514 0.22727 0.00857
H 0.19209 1.22730 0.53597
H 0.71215 0.30863 2.33811
```

Summary:
HOMO level (eV): -9.0
Structure (SMILES): C=NNCC=S
Multiplicity: 1



Energetically preferred structure: i | next structure: +1.362 eV



i | The molecule C3H6N2S. Source: the Open Molecules 2025 dataset; level of theory: ωB97M-V/def2-TZVPD.

The geometry in XYZ format:
```
12
C3H6N2S | the Open Molecules 2025 dataset | ωB97M-V/def2-TZVPD
C 2.66014 0.34950 -0.54200
N 1.65423 0.48175 0.29912
N 0.49932 0.25958 -0.41244
C -0.38808 -0.22243 0.38451
C -1.69308 -0.40417 -0.24999
S -2.91452 0.61443 0.72648
H 3.77847 0.33732 -0.20782
H 2.56375 0.13051 -1.59318
H -0.15862 -0.46511 1.43055
H -1.48880 -0.00189 -1.26794
H -2.14538 -1.40093 -0.45508
H -2.36743 0.32145 1.88777
```

Summary:
HOMO level (eV): -9.3
Structure (SMILES): C=N/N=C/CS
Multiplicity: 1



ii | The molecule C3H6N2S. Source: the Open Molecules 2025 dataset; level of theory: ωB97M-V/def2-TZVPD.

The geometry in XYZ format:
```
12
C3H6N2S | the Open Molecules 2025 dataset | ωB97M-V/def2-TZVPD
C -2.98471 -0.12349 -0.15297
N -1.73233 -0.51346 0.16333
N -0.70123 0.39977 0.19227
C 0.70426 0.27506 -0.04422
C 1.33988 1.65294 -0.11350
S 1.63097 -1.05884 -0.01400
H -3.12181 1.01375 -0.34375
H -3.63611 -1.05273 -0.50324
H -0.96328 1.36600 0.84771
H 1.80521 1.89116 0.92786
H 0.48425 2.28334 -0.37032
H 2.01451 1.40871 -0.95932
```

Summary:
HOMO level (eV): -8.5
Structure (SMILES): C=NNC(C)=S
Multiplicity: 1



iii | A cluster of 3 separate species, C3H6N2S in total. Source: the Open Molecules 2025 dataset; level of theory: ωB97M-V/def2-TZVPD.

The geometry in XYZ format:
```
12
C3H6N2S | the Open Molecules 2025 dataset | ωB97M-V/def2-TZVPD
C -0.16552 -0.65958 0.08099
C 0.17319 0.47819 1.30555
C 0.86938 0.13471 -0.62091
H -1.28777 0.15457 -1.84403
H -1.53882 -1.96988 -1.14461
H -0.16942 -1.85494 0.37364
H -0.93585 0.88896 1.87933
H 0.88174 0.05561 2.17618
H 1.22077 2.11877 0.16263
N -1.57574 -0.50416 -0.65603
N 0.93002 1.15987 0.26741
S 1.59802 -0.00210 -1.98014
```

Summary:
HOMO level (eV): -8.7
Multiplicity: 1



iv | The molecule C3H6N2S. Source: the Open Molecules 2025 dataset; level of theory: ωB97M-V/def2-TZVPD.

The geometry in XYZ format:
```
12
C3H6N2S | the Open Molecules 2025 dataset | ωB97M-V/def2-TZVPD
C -1.79554 -1.60483 -1.37190
N -0.67008 -1.01773 -1.43176
N -0.47018 -0.40474 -0.13316
C 0.63267 0.24392 -0.09215
C 1.34388 0.71471 1.16993
S 1.12845 2.49400 1.50173
H -1.99143 -2.20922 -2.21572
H -2.48801 -1.67108 -0.53633
H 1.17626 0.41195 -1.04074
H 0.88512 0.11823 1.94295
H 2.38530 0.49707 1.19898
H -0.13643 2.42774 1.00817
```

Summary:
HOMO level (eV): -9.3
Structure (SMILES): C=N/N=C/CS
Multiplicity: 1



Energetically preferred structure: iv | next structure: +0.305 eV



i | The molecule C3H6N2S. Source: the Open Molecules 2025 dataset; level of theory: ωB97M-V/def2-TZVPD.

The geometry in XYZ format:
```
12
C3H6N2S | the Open Molecules 2025 dataset | ωB97M-V/def2-TZVPD
H 1.21154 0.24231 3.06334
N 1.13296 0.26889 2.13627
C 0.00470 -0.55737 1.77263
N -0.37106 -0.16773 0.43826
C 0.25758 0.35291 -0.63773
C -0.46859 0.24171 -1.93548
S 1.86442 0.41264 -0.79897
H -0.65949 -1.30128 2.39128
H -1.33469 -0.32311 0.30651
H -1.52705 -0.30219 -2.15988
H -0.57886 1.36297 -2.09184
H 0.46856 -0.22975 -2.48440
```

Summary:
HOMO level (eV): -7.9
Structure (SMILES): [H]/N=C/NC(C)=S
Multiplicity: 1



ii | The molecule C3H6N2S. Source: the Open Molecules 2025 dataset; level of theory: ωB97M-V/def2-TZVPD.

The geometry in XYZ format:
```
12
C3H6N2S | the Open Molecules 2025 dataset | ωB97M-V/def2-TZVPD
H 0.23216 -1.60073 -1.63618
N -0.16445 -0.73847 -2.00329
C -0.37338 -0.00629 -0.97917
N -1.30210 0.92717 -1.02516
C 0.39855 -0.17720 0.31570
C 1.52703 -1.13555 0.27690
S -0.05916 0.63552 1.64942
H -1.99845 0.81640 -1.74517
H -1.60335 1.31831 -0.17711
H 1.09832 -2.12000 0.46423
H 2.30383 -0.95234 0.99734
H 1.86672 -1.03663 -0.77537
```

Summary:
HOMO level (eV): -8.9
Structure (SMILES): [H]/N=C(/N)C(C)=S
Multiplicity: 1



Energetically preferred structure: ii | next structure: +2.887 eV